No. 1
Molecular formula: C9H18NOP
Method: DFT, wB97M-V/def2-TZVPD

```
! RIJCOSX wB97M-V def2-TZVPD def2/J DEFGRID3
* xyz 0 1
C -3.3547 0.6475 0.2894
C -2.1691 0.3346 0.8507
C -1.0473 -0.4869 0.3166
C -0.8202 -1.6287 1.2471
C -1.4067 -0.9498 -1.0959
C 0.2483 0.3241 0.3096
C 0.2316 1.6421 -0.4144
C 0.7134 2.8365 0.4247
O -0.1503 1.8029 -1.5180
N 1.4854 -0.5771 -0.2095
C 1.7731 -0.4562 -1.5752
P 2.7125 -0.5927 0.9844
H -3.9569 1.1721 0.9170
H -3.7743 0.5792 -0.6528
H -2.0254 0.6107 1.9054
H -0.1021 -2.3294 0.7371
H -0.4233 -1.2158 2.2198
H -1.7313 -2.1366 1.3148
H -0.6774 -1.6108 -1.4730
H -2.3079 -1.4432 -1.0127
H -1.6811 -0.1961 -1.7756
H 0.4273 0.4910 1.4688
H 1.5783 2.4412 1.0696
H -0.1454 3.0294 1.2144
H 1.0613 3.5967 -0.2559
H 2.3934 -1.3845 -1.9355
H 0.8517 -0.4991 -2.2190
H 2.3000 0.5232 -1.7740
H 3.8267 -0.3133 0.1073
H 2.9426 -1.8842 0.7192
*
```

## Properties
**Energy above the lowest of the compared OMol25 structures with the same formula, charge and spin**: 8.5 kJ/mol
**HOMO level**: -8.7 eV
**E_tot**: -22448.171 eV
**Orbital gap**: 0.3487 hartree
**Largest force on an atom**: 4.8 eV/A

These are the Löwdin partial charges, in e, on atoms 1 to 2:
1. C 0.066
2. C -0.109


No. 2
Molecular formula: C24H69O10S
Method: DFT, wB97M-V/def2-TZVPD

```
! RIJCOSX wB97M-V def2-TZVPD def2/J DEFGRID3
* xyz 1 1
C -3.3443 3.0294 1.9156
C -2.6728 4.1690 1.1166
S -3.0270 4.2105 -0.6408
C -4.7855 4.4424 -0.9681
C -5.3926 3.4244 -1.9251
C -2.3895 2.7045 -1.3811
C -2.9583 1.3727 -0.8816
O -1.9521 0.6859 -0.1781
H -4.1474 2.6034 1.3235
H -3.8020 3.4365 2.8106
H -2.6136 2.2844 2.2050
H -1.5894 4.1522 1.1885
H -3.0013 5.1181 1.5292
H -5.3616 4.4807 -0.0473
H -4.8601 5.4289 -1.4131
H -5.1074 2.4012 -1.7162
H -5.2139 3.7113 -2.9567
H -6.4670 3.4791 -1.7717
H -1.3310 2.7265 -1.1249
H -2.4411 2.8050 -2.4593
H -3.2671 0.8002 -1.7604
H -3.8631 1.4965 -0.2868
H -2.0541 -0.2729 -0.3213
C -8.6628 0.3938 0.0645
C -7.2580 0.9278 -0.1052
O -7.1453 2.2862 0.3455
H -9.3746 1.0083 -0.4855
H -8.7356 -0.6288 -0.2979
H -8.9540 0.4153 1.1180
H -6.9743 0.9231 -1.1566
H -6.5428 0.3059 0.4446
H -7.3905 2.2985 1.2777
C 0.8669 -3.0825 0.2729
C -0.0926 -1.9352 0.0475
O -1.3520 -2.3711 -0.4869
H 1.0595 -3.6054 -0.6644
H 1.8150 -2.7262 0.6744
H 0.4500 -3.8093 0.9741
H 0.3114 -1.2261 -0.6739
H -0.2794 -1.3959 0.9835
H -1.7380 -2.9930 0.1404
C 4.8211 -2.5109 -0.2353
C 5.2488 -3.5498 0.7808
O 4.2466 -4.5516 0.9578
H 3.8865 -2.0510 0.0729
H 5.5700 -1.7240 -0.3321
H 4.6512 -2.9708 -1.2134
H 5.3930 -3.0882 1.7570
H 6.1912 -4.0234 0.4854
H 4.1091 -4.9858 0.1095
C 0.3412 2.1772 2.9786
C 0.7664 1.0161 3.8568
O -0.3252 0.1240 4.0975
H -0.4821 2.7268 3.4430
H 1.1705 2.8663 2.8084
H -0.0132 1.8115 2.0081
H 1.1018 1.3732 4.8278
H 1.5871 0.4701 3.3962
H -0.6169 -0.2181 3.2456
C 7.4543 2.0257 -2.2202
C 7.8499 0.9410 -1.2361
O 6.8490 -0.0737 -1.1330
H 6.5097 2.4836 -1.9230
H 8.2176 2.8026 -2.2749
H 7.3166 1.6085 -3.2202
H 7.9705 1.3562 -0.2368
H 8.7993 0.4842 -1.5300
H 6.7354 -0.4692 -2.0050
C 1.7031 -4.3218 -3.9117
C 3.1847 -4.1995 -4.2157
O 3.9827 -4.3815 -3.0470
H 1.4087 -3.5898 -3.1584
H 1.1039 -4.1617 -4.8089
H 1.4700 -5.3132 -3.5158
H 3.4159 -3.2048 -4.5931
H 3.4802 -4.9294 -4.9758
H 3.8037 -5.2657 -2.7080
C -6.9330 -2.6202 -3.6701
C -8.3173 -2.0007 -3.6390
O -8.3336 -0.7755 -2.9026
H -6.5768 -2.8063 -2.6561
H -6.9371 -3.5631 -4.2172
H -6.2192 -1.9472 -4.1527
H -9.0228 -2.6650 -3.1439
H -8.6789 -1.8185 -4.6552
H -7.7263 -0.1686 -3.3394
C 5.9248 -1.0340 4.5553
C 4.9821 0.1519 4.6251
O 3.6560 -0.2004 4.2284
H 5.9478 -1.4420 3.5442
H 6.9375 -0.7475 4.8411
H 5.5921 -1.8315 5.2234
H 5.3071 0.9384 3.9448
H 4.9606 0.5666 5.6379
H 3.3453 -0.8891 4.8274
C 3.7341 2.5376 1.4701
C 3.8214 1.1075 1.9735
O 3.8445 0.1673 0.9043
H 2.8397 2.6696 0.8585
H 3.7002 3.2463 2.2999
H 4.5969 2.7808 0.8454
H 2.9537 0.8633 2.5848
H 4.7157 0.9759 2.5926
H 4.6222 0.3463 0.3589
*
```

## Properties
**HOMO level**: -11.2 eV
**E_tot**: -57307.631 eV
**Orbital gap**: 0.3314 hartree
**Largest force on an atom**: 1.8 eV/A

These are the Löwdin partial charges, in e, on atoms 1 to 2:
1. C -0.088
2. C -0.361